The following is a DFT calculation (ωB97M-V/def2-TZVPD) of a single C16H15ClN2O2 molecule in a non-equilibrium geometry.

```
36
Properties=species:S:1:pos:R:3:nbo_charge:R:1
N -2.12 -1.46 -0.74 -0.812
C -2.56 -0.36 -0.08 0.392
N -1.88 0.57 0.49 -0.220
O -0.48 0.60 0.55 -0.364
C 0.32 -0.42 0.81 0.794
O -0.01 -1.58 0.94 -0.638
C 1.75 0.06 0.89 -0.487
H 2.23 -0.40 1.76 0.233
H 1.77 1.15 1.01 0.231
C 2.50 -0.35 -0.38 -0.429
C 3.94 0.05 -0.29 0.078
C 4.88 -0.79 0.29 -0.247
C 6.20 -0.41 0.40 -0.201
C 6.61 0.83 -0.06 -0.224
C 5.68 1.69 -0.64 -0.190
C 4.36 1.30 -0.75 -0.251
H 3.64 1.97 -1.20 0.210
H 5.99 2.66 -1.00 0.212
H 7.64 1.13 0.03 0.213
H 6.92 -1.08 0.85 0.213
H 4.57 -1.76 0.65 0.210
H 2.42 -1.44 -0.50 0.221
H 2.03 0.13 -1.25 0.214
C -4.02 -0.11 -0.06 -0.083
C -4.82 -0.52 -1.12 -0.191
C -6.18 -0.30 -1.10 -0.234
C -6.75 0.35 -0.01 -0.018
C -5.96 0.77 1.05 -0.232
C -4.60 0.55 1.02 -0.154
H -3.97 0.88 1.83 0.243
H -6.41 1.28 1.89 0.231
Cl -8.45 0.62 0.03 0.012
H -6.81 -0.61 -1.92 0.230
H -4.38 -1.00 -1.98 0.220
H -2.81 -2.16 -0.95 0.391
H -1.22 -1.83 -0.46 0.428
```

The value obtained for the gap between HOMO and LUMO is 9.70 eV. As for the multiplicity: 1. The value obtained for the LUMO energy is 0.63 eV.


The following is a DFT calculation (ωB97M-V/def2-TZVPD) of a molecular structure, C34H42BeN2OSSeSiTe.

```
84
Properties=species:S:1:pos:R:3:lowdin_spin:R:1
Be 0.84 1.53 0.94 0.017
C 2.84 0.43 5.95 0.000
Si 4.27 0.42 4.73 0.000
C 5.36 1.94 4.99 0.000
C 5.30 -1.14 5.11 0.000
C 3.95 0.35 2.87 0.000
C 5.03 0.16 2.03 0.000
C 4.87 0.20 0.64 0.000
C 3.61 0.41 0.14 0.000
N 2.54 0.57 0.92 0.002
C 2.69 0.59 2.26 0.000
S 1.24 1.04 3.05 0.001
H 3.21 0.47 6.98 0.000
H 2.22 -0.46 5.83 0.000
H 2.19 1.29 5.78 0.000
H 5.64 2.08 6.04 0.000
H 4.84 2.84 4.66 0.000
H 6.28 1.86 4.41 0.000
H 5.57 -1.19 6.17 0.000
H 6.22 -1.15 4.53 0.000
H 4.74 -2.04 4.86 0.000
H 6.02 0.00 2.44 0.000
H 5.72 0.10 -0.02 0.000
H 3.45 0.48 -0.93 0.000
Se 2.03 3.13 -0.52 0.005
C 1.52 4.92 -0.08 0.001
C 0.18 5.31 -0.05 0.000
C -0.16 6.60 0.30 0.000
C 0.82 7.53 0.61 0.000
C 2.16 7.16 0.55 0.000
C 2.51 5.86 0.21 0.000
H -0.58 4.58 -0.27 0.000
H -1.21 6.89 0.34 0.000
H 0.55 8.54 0.90 0.000
H 2.93 7.88 0.78 0.000
H 3.55 5.56 0.17 0.000
C -2.77 1.54 0.79 0.007
C -1.26 1.55 0.73 0.018
O -0.62 2.56 1.16 0.047
N -0.51 0.58 0.27 0.305
Te -1.22 -1.42 -0.27 0.298
C -2.63 -3.18 -0.69 0.191
C -2.25 -4.17 -1.60 0.026
C -1.01 -4.04 -2.46 0.007
C -3.04 -5.31 -1.75 0.010
C -4.19 -5.50 -1.00 -0.006
C -5.04 -6.74 -1.17 -0.001
C -4.55 -4.52 -0.08 0.005
C -3.78 -3.38 0.09 0.009
C -4.18 -2.37 1.14 0.016
C -1.33 -0.79 -2.31 0.000
C -0.14 -0.56 -3.01 0.003
C 1.22 -0.64 -2.38 0.004
C -0.21 -0.13 -4.34 -0.001
C -1.41 0.09 -4.98 0.003
C -1.47 0.61 -6.39 0.001
C -2.58 -0.12 -4.26 -0.001
C -2.56 -0.56 -2.94 0.003
C -3.88 -0.73 -2.24 0.004
H -3.11 2.45 1.28 0.000
H -3.12 0.67 1.36 0.003
H -3.18 1.50 -0.22 0.001
H -0.27 -3.41 -1.98 0.003
H -1.26 -3.60 -3.43 0.000
H -0.57 -5.02 -2.64 0.000
H -2.73 -6.06 -2.46 0.002
H -4.59 -7.42 -1.89 0.000
H -6.04 -6.48 -1.52 0.000
H -5.15 -7.26 -0.21 0.000
H -5.44 -4.66 0.52 0.001
H -5.14 -2.65 1.59 0.001
H -4.27 -1.38 0.71 0.004
H -3.43 -2.32 1.93 0.004
H 1.22 -1.22 -1.46 0.003
H 1.52 0.38 -2.12 0.000
H 1.95 -1.06 -3.08 0.000
H 0.72 0.05 -4.87 0.000
H -0.47 0.71 -6.81 0.000
H -1.95 1.59 -6.41 0.000
H -2.04 -0.07 -7.03 0.000
H -3.53 0.07 -4.73 0.000
H -4.68 -0.23 -2.80 0.000
H -3.83 -0.30 -1.24 0.004
H -4.14 -1.79 -2.14 0.000
```

As for the net charge: -1. The value obtained for the gap between HOMO and LUMO (alpha / beta) is 6.03 / 4.92 eV. As for the multiplicity: 2. The value obtained for the LUMO energy (alpha / beta) is 2.18 / 1.07 eV.


The following is a DFT calculation (ωB97M-V/def2-TZVPD) of a single C2H4N4O molecule in a non-equilibrium geometry.

```
11
Properties=species:S:1:pos:R:3:nbo_charge:R:1
C -0.93 1.72 0.58 -0.267
C 0.39 -0.27 0.25 0.528
H -0.94 2.50 1.40 0.214
H -1.67 0.87 0.57 0.205
H -0.88 2.32 -0.42 0.195
H 0.24 -2.48 -1.78 0.411
N 1.50 -1.03 0.69 -0.277
N 1.55 -2.08 -0.14 -0.012
N 0.60 -1.78 -1.05 -0.187
N -0.16 -0.70 -0.87 -0.322
O 0.30 0.93 0.76 -0.489
```

The value obtained for the gap between HOMO and LUMO is 10.58 eV. As for the multiplicity: 1. The value obtained for the LUMO energy is 0.95 eV.


The following is a DFT calculation (ωB97M-V/def2-TZVPD) of a molecular structure, C2H5NO2 in a non-equilibrium geometry.

```
10
Properties=species:S:1:pos:R:3:nbo_charge:R:1
N -1.20 -0.07 0.41 -0.080
C 0.67 0.11 0.68 0.145
C 1.23 0.39 -0.50 -0.521
O -0.29 -0.94 1.07 -0.399
O -1.61 -0.60 -0.81 -0.553
H -0.94 -0.25 -1.43 0.467
H -2.04 -0.04 1.00 0.354
H 1.23 0.29 1.58 0.189
H 0.77 0.27 -1.47 0.173
H 2.20 0.85 -0.53 0.225
```

The value obtained for the gap between HOMO and LUMO is 9.90 eV. As for the multiplicity: 1. The value obtained for the LUMO energy is 1.07 eV.


Table of energy relative to the best compared isomer or geometry (same formula, charge and spin) (eV), in record order: 2.2957, 0.9880, 3.0482, 6.3344